DFT (the ωB97M-V functional and the def2-TZVPD basis) results for the molecule C31H40N4O7 at a distorted geometry.

## Properties
Energy relative to the best compared isomer or geometry (same formula, charge and spin) in kJ/mol: 37.14
Net charge: 0
SMILES: CCC(C)(C)NC(=O)[C@@H](c1cccc(OC)c1OC)N(Cc1ccc(OC)cc1)C(=O)CCC(=O)Nc1cc(C)on1
Strongest force on any atom in hartree/bohr: 0.0258
HOMO level in Ha: -0.2991

Each line ends with the Löwdin charge.
CARTESIAN COORDINATES (ANGSTROEM)
C -6.673 -2.114 1.093  -0.0922
H -7.298 -1.446 1.679  0.0699
C -5.342 -1.457 0.748  -0.1930
H -4.732 -2.164 0.178  0.1154
H -4.809 -1.226 1.672  0.1075
C -5.442 -0.154 -0.069  -0.5383
N -4.077 0.292 -0.369  0.1383
C -3.148 0.634 0.540  -0.4078
O -3.341 0.696 1.740  0.0545
C -1.778 0.839 -0.127  -0.1248
N -1.152 -0.492 -0.171  0.0390
C -1.306 -1.171 -1.328  -0.4522
O -1.931 -0.700 -2.271  0.0396
C -0.665 -2.535 -1.481  -0.0614
H -0.213 -2.901 -0.566  0.0832
C 0.389 -2.490 -2.601  -0.0698
C 1.753 -2.097 -2.066  -0.4582
O 2.644 -2.905 -1.922  0.0762
N 1.885 -0.772 -1.770  0.1991
C 3.043 -0.197 -1.294  -0.2836
N 3.062 1.070 -0.952  0.1315
O 4.322 1.345 -0.526  0.0074
C 5.077 0.237 -0.615  -0.3083
C 4.322 -0.785 -1.108  0.0565
H 4.601 -1.795 -1.313  0.1084
C 6.485 0.305 -0.156  0.0078
H 7.094 -0.404 -0.711  0.0898
H 6.531 0.052 0.903  0.0796
H 6.872 1.312 -0.291  0.0868
H 1.093 -0.138 -1.821  0.1290
H 0.060 -1.793 -3.374  0.1223
H 0.497 -3.482 -3.040  0.1242
H -1.461 -3.219 -1.785  0.1319
C -0.762 -1.081 1.107  -0.0689
C 0.722 -1.241 1.346  -0.1925
C 1.523 -0.138 1.630  -0.0080
C 2.867 -0.286 1.895  0.0029
C 3.464 -1.547 1.860  -0.2826
C 2.669 -2.657 1.608  -0.0084
C 1.315 -2.495 1.372  -0.0467
H 0.718 -3.386 1.225  0.1127
H 3.083 -3.651 1.595  0.1077
O 4.806 -1.584 2.096  -0.1001
C 5.464 -2.824 1.992  -0.0840
H 5.328 -3.266 1.000  0.0954
H 6.521 -2.615 2.153  0.0925
H 5.117 -3.528 2.755  0.0954
H 3.480 0.571 2.122  0.1258
H 1.091 0.848 1.652  0.0973
H -1.167 -0.421 1.878  0.1286
H -1.254 -2.054 1.216  0.1365
C -0.856 1.887 0.434  -0.0958
C -0.964 2.394 1.721  -0.0393
C -0.084 3.367 2.149  -0.0734
C 0.899 3.842 1.299  -0.0147
C 1.026 3.359 0.002  -0.2015
C 0.141 2.357 -0.435  -0.1483
O 0.172 1.744 -1.660  -0.1153
C 0.738 2.398 -2.780  -0.0580
H 0.397 3.431 -2.850  0.1026
H 1.827 2.372 -2.739  0.0775
H 0.380 1.839 -3.646  0.0985
O 1.959 3.826 -0.879  -0.1207
C 3.016 4.609 -0.387  -0.0801
H 3.542 4.101 0.427  0.0965
H 3.696 4.737 -1.227  0.0974
H 2.673 5.593 -0.049  0.0937
H 1.575 4.601 1.656  0.1038
H -0.159 3.763 3.150  0.1054
H -1.741 2.031 2.372  0.1048
H -1.943 1.104 -1.178  0.1453
H -3.761 0.139 -1.318  0.1216
C -6.161 0.950 0.708  -0.0257
H -7.202 0.688 0.868  0.0776
H -6.119 1.881 0.147  0.0893
H -5.678 1.103 1.668  0.0786
C -6.126 -0.383 -1.415  -0.0295
H -6.079 0.524 -2.014  0.0884
H -5.636 -1.187 -1.961  0.0898
H -7.170 -0.642 -1.273  0.0804
H -6.492 -3.010 1.683  0.0722
H -7.215 -2.405 0.197  0.0670



DFT (the ωB97M-V functional and the def2-TZVPD basis) results for a cluster of 2 separate species, C13H24N2O3 in total at a distorted geometry.

## Properties
Energy relative to the best compared isomer or geometry (same formula, charge and spin) in kJ/mol: 972.73
Net charge: 0
Strongest force on any atom in hartree/bohr: 0.0681
HOMO level in Ha: -0.1504

Each line ends with the Löwdin charge.
CARTESIAN COORDINATES (ANGSTROEM)
C 2.220 -1.246 -1.119  -0.0468
C 1.459 0.113 -0.830  -0.3849
O 2.211 0.883 0.141  -0.0844
C 0.022 -0.116 -0.188  -0.1516
N -0.944 0.899 -0.752  -0.0744
C -1.637 0.218 -1.871  -0.2247
C -2.592 1.262 -2.562  -0.1494
O -3.689 1.723 -1.731  -0.0183
C -4.400 0.698 -1.179  -0.2450
C -4.634 0.770 0.284  0.0624
C -5.426 -0.261 0.980  0.0085
C -5.979 -1.377 0.127  -0.0237
C -5.684 -1.405 -1.293  -0.0301
N -4.921 -0.377 -1.887  0.1273
H 3.293 -1.121 -0.804  0.0916
H 2.183 -1.507 -2.215  0.0752
H 1.762 -2.093 -0.525  0.0825
H 1.384 0.729 -1.778  0.1349
H 2.676 1.608 -0.320  0.1067
H -0.313 -1.168 -0.400  0.1111
H 0.099 0.097 0.909  0.1286
H -0.415 1.702 -1.117  0.1055
H -0.834 -0.029 -2.646  0.1350
H -2.120 -0.754 -1.588  0.1179
H -2.923 0.891 -3.584  0.1281
H -1.963 2.178 -2.779  0.1430
H -4.210 1.634 0.853  0.1339
H -5.601 -0.183 2.077  0.1145
H -6.604 -2.164 0.610  0.1115
H -6.093 -2.230 -1.936  0.1369
H -4.759 -0.464 -2.897  0.1702
C 6.327 0.397 3.441  -0.1139
C 5.575 0.145 2.118  -0.7110
C 4.109 -0.210 2.438  -0.1106
O 6.138 -0.908 1.507  -0.2712
H 6.317 -0.480 4.095  0.0626
H 7.370 0.671 3.258  0.0568
H 5.864 1.225 3.997  0.0510
H 5.543 1.126 1.594  0.0988
H 4.025 -1.108 3.060  0.0658
H 3.536 -0.378 1.527  0.0217
H 3.623 0.612 2.983  0.0580



DFT (the ωB97M-V functional and the def2-TZVPD basis) results for the ion C3H3N2OS with charge +1 at a distorted geometry.

## Properties
Energy relative to the best compared isomer or geometry (same formula, charge and spin) in kJ/mol: 77.83
Net charge: +1
Strongest force on any atom in hartree/bohr: 0.0841
HOMO level in Ha: -0.5457

Each line ends with the Löwdin charge.
CARTESIAN COORDINATES (ANGSTROEM)
C -0.838 -1.630 0.013  -0.3427
C 0.538 0.106 0.013  -0.2168
C -1.151 0.865 0.006  -0.5088
N 0.385 -1.192 0.030  0.0665
N 1.589 0.837 -0.013  0.2785
O -1.370 2.010 0.012  0.1450
S -2.189 -0.573 -0.028  1.1332
H -1.014 -2.698 0.031  0.1121
H 1.528 1.854 -0.026  0.1630
H 2.521 0.421 -0.037  0.1699



DFT (the ωB97M-V functional and the def2-TZVPD basis) results for a cluster of 3 separate species, C3H10O3 in total at a distorted geometry.

## Properties
Energy relative to the best compared isomer or geometry (same formula, charge and spin) in kJ/mol: 80.52
Net charge: 0
SMILES: CCC=O.O.O
Strongest force on any atom in hartree/bohr: 0.0721
HOMO level in Ha: -0.3699

Each line ends with the Löwdin charge.
CARTESIAN COORDINATES (ANGSTROEM)
O 2.064 -0.527 1.559  0.0596
C 2.058 -1.655 1.154  -0.2533
C 0.926 -2.197 0.270  -0.2282
C -0.482 -1.838 0.628  -0.1145
H 2.970 -2.220 0.858  0.1185
H 1.124 -1.835 -0.748  0.1189
H 1.121 -3.273 0.148  0.1057
H -1.197 -1.990 -0.184  0.0716
H -0.915 -2.471 1.414  0.0795
H -0.645 -0.805 0.947  0.0675
H -3.269 2.899 -6.187  0.0399
H -3.337 2.479 -4.711  0.0377
O -3.221 3.258 -5.282  -0.0775
H -0.121 2.804 2.443  0.0295
H 0.279 1.381 2.024  0.0148
O -0.260 1.879 2.663  -0.0697



Q: Look up the HOMO level of the second one.
A: -0.1504 Ha